<a>
# C2H2BrO2S

A 2-piece molecular cluster, C2H2BrO2S overall (ωB97M-V with the def2-TZVPD basis set, the OMol25 dataset).

CARTESIAN COORDINATES (ANGSTROEM)
1 C 0.2622 2.3606 1.2488
2 C 0.4562 0.2867 -0.4146
3 O -0.8164 2.3361 1.6496
4 O 1.3559 2.6472 1.0895
5 S -0.1185 -1.1771 0.2970
6 Br 2.5250 0.1667 -0.6016
7 H 0.1212 0.1101 -1.4884
8 H 0.4609 -1.2789 1.5953

As for the HOMO energy: -2.7 eV. The calculation puts the LUMO energy at 3.58 eV. For the gap between HOMO and LUMO, the calculation gives 6.24 eV. As for the total charge: -1.

---

<b>
# C2H2BrO2S

An isolated ion of composition C2H2BrO2S and charge -1 (ωB97M-V with the def2-TZVPD basis set, the OMol25 dataset).

CARTESIAN COORDINATES (ANGSTROEM)
1 O 0.7653 -1.4482 1.1779
2 C -0.2056 -1.4714 0.3942
3 O -0.7949 -2.4237 -0.1702
4 C -0.7087 -0.0909 -0.1719
5 S 0.1827 1.3061 0.6065
6 Br -2.7488 0.1310 0.0716
7 H -0.3733 -0.1776 -1.3019
8 H 0.7120 0.3450 1.3146

As for the HOMO energy: -4.9 eV. The calculation puts the LUMO energy at 3.35 eV. For the gap between HOMO and LUMO, the calculation gives 8.22 eV. As for the total charge: -1.

---

Least stable: <a>

---

<a>
# C21H23N3O5

A single C21H23N3O5 molecule (ωB97M-V with the def2-TZVPD basis set, the OMol25 dataset).

CARTESIAN COORDINATES (ANGSTROEM)
1 C 1.7130 3.6831 0.0304
2 O 2.3550 2.5024 0.4673
3 C 2.2330 1.3727 -0.2920
4 C 1.4363 1.2963 -1.4292
5 C 1.3376 0.1359 -2.1743
6 C 2.0582 -0.9904 -1.8160
7 C 1.9144 -2.2937 -2.5516
8 C 0.6958 -3.0595 -2.0049
9 N 0.7173 -3.1036 -0.5582
10 C 0.0323 -2.1872 0.1532
11 O -0.8480 -1.4895 -0.2924
12 C 0.4095 -2.1141 1.6451
13 O -0.3801 -1.0947 2.2259
14 C -1.6951 -1.3341 2.2472
15 O -2.2006 -2.4170 2.1458
16 C -2.4653 -0.0294 2.4671
17 N -2.2004 0.8784 1.3894
18 C -1.3260 1.9196 1.3860
19 N -1.2249 2.5220 0.2420
20 C -2.0577 1.8321 -0.6068
21 C -2.3317 2.0238 -1.9558
22 C -3.2171 1.1541 -2.5552
23 C -3.8233 0.1167 -1.8432
24 C -3.5686 -0.0890 -0.5032
25 C -2.6783 0.7809 0.1032
26 C 2.8575 -0.9202 -0.6857
27 C 2.9558 0.2280 0.0902
28 O 3.7471 0.0765 1.1997
29 C 4.2217 1.2001 1.9076
30 H 0.6250 3.5591 0.0140
31 H 1.9877 4.4418 0.7622
32 H 2.0756 3.9861 -0.9571
33 H 0.8529 2.1514 -1.7246
34 H 0.6863 0.1143 -3.0343
35 H 2.8142 -2.8975 -2.4156
36 H 1.7689 -2.1230 -3.6184
37 H -0.2238 -2.5399 -2.2795
38 H 0.6708 -4.0793 -2.3967
39 H 1.5088 -3.5578 -0.1293
40 H 0.2198 -3.0777 2.1311
41 H 1.4487 -1.8071 1.7698
42 H -3.5335 -0.2594 2.5163
43 H -2.1376 0.4249 3.4062
44 H -0.7877 2.2119 2.2681
45 H -1.8630 2.8251 -2.5056
46 H -3.4488 1.2710 -3.6041
47 H -4.5047 -0.5437 -2.3592
48 H -4.0220 -0.9040 0.0391
49 H 3.4426 -1.7723 -0.3695
50 H 4.7293 1.9061 1.2469
51 H 3.4182 1.7162 2.4360
52 H 4.9363 0.8005 2.6281

As for the HOMO energy: -7.8 eV. The calculation puts the LUMO energy at 0.69 eV. For the gap between HOMO and LUMO, the calculation gives 8.53 eV.

---

<b>
# C21H23N3O5

A single C21H23N3O5 molecule (ωB97M-V with the def2-TZVPD basis set, the OMol25 dataset).

CARTESIAN COORDINATES (ANGSTROEM)
1 C 7.5193 0.5567 1.4596
2 O 6.4785 1.4584 1.1541
3 C 5.3149 1.0426 0.5870
4 C 4.3918 2.0627 0.3782
5 C 3.1547 1.8332 -0.1913
6 C 2.8146 0.5511 -0.5859
7 C 1.4796 0.2264 -1.2333
8 C 1.6647 -0.2787 -2.6691
9 N 0.5450 1.3257 -1.1853
10 C -0.5518 1.0674 -0.4506
11 O -1.4941 1.7972 -0.2430
12 N -0.4151 -0.2351 0.0368
13 C -1.3730 -0.8852 0.9036
14 C -2.6422 -1.3524 0.1640
15 O -2.9556 -2.5214 0.1028
16 N -3.3421 -0.3459 -0.3806
17 C -4.6026 -0.5553 -1.0653
18 C -5.7532 -0.0453 -0.2365
19 C -6.0694 -0.6814 0.9583
20 C -7.1033 -0.2130 1.7477
21 C -7.8325 0.8959 1.3504
22 C -7.5215 1.5350 0.1630
23 C -6.4832 1.0684 -0.6252
24 C 0.7474 -0.8204 -0.3830
25 O 1.1192 -1.9319 -0.1152
26 C 3.7211 -0.4812 -0.3790
27 C 4.9602 -0.2680 0.2077
28 O 5.8529 -1.2817 0.4329
29 C 5.4732 -2.6009 0.1198
30 H 7.2034 -0.1948 2.1856
31 H 7.8989 0.0585 0.5655
32 H 8.3063 1.1732 1.8941
33 H 4.6779 3.0555 0.6864
34 H 2.4704 2.6574 -0.3135
35 H 0.6951 -0.4383 -3.1365
36 H 2.2061 -1.2195 -2.6610
37 H 2.2275 0.4501 -3.2481
38 H 0.6712 2.1862 -1.6888
39 H -0.8805 -1.7644 1.3252
40 H -1.6591 -0.1901 1.6986
41 H -3.0296 0.6101 -0.2476
42 H -4.6972 -1.6339 -1.2222
43 H -4.5729 -0.0475 -2.0340
44 H -5.4989 -1.5472 1.2612
45 H -7.3431 -0.7141 2.6739
46 H -8.6419 1.2607 1.9655
47 H -8.0873 2.4002 -0.1503
48 H -6.2418 1.5712 -1.5510
49 H 3.4284 -1.4790 -0.6564
50 H 4.5678 -2.8997 0.6558
51 H 5.3208 -2.7313 -0.9562
52 H 6.3070 -3.2233 0.4418

As for the HOMO energy: -8.3 eV. The calculation puts the LUMO energy at 0.59 eV. For the gap between HOMO and LUMO, the calculation gives 8.87 eV.

---

Least stable: <a>

---

<a>
# C4HNO2

A single C4HNO2 molecule (ωB97M-V with the def2-TZVPD basis set, the OMol25 dataset).

CARTESIAN COORDINATES (ANGSTROEM)
1 C 0.0622 0.9512 -0.1821
2 C -1.2553 0.9297 -0.4048
3 C -2.4255 -1.1536 -0.5473
4 C 1.6801 -0.8026 0.5898
5 N 0.7029 -0.2105 -0.0011
6 O -1.8812 -0.1792 -0.3947
7 O 2.6191 -1.4468 1.0749
8 H 0.4977 1.9118 -0.1347

As for the HOMO energy: -9.0 eV. The calculation puts the LUMO energy at -0.62 eV. For the gap between HOMO and LUMO, the calculation gives 8.38 eV.

---

<b>
# C4HNO2

A single C4HNO2 molecule (ωB97M-V with the def2-TZVPD basis set, the OMol25 dataset).

CARTESIAN COORDINATES (ANGSTROEM)
1 C -0.3456 0.4411 -0.9571
2 C 0.2864 -0.8164 -1.2361
3 C 0.5230 -1.3933 1.1832
4 C -0.0415 -0.1548 1.3283
5 N -0.2806 0.6442 0.3112
6 O 0.7879 -1.3576 -0.2020
7 O -0.3574 1.4791 1.3193
8 H -0.5723 1.1576 -1.7467

As for the HOMO energy: -9.1 eV. The calculation puts the LUMO energy at -1.60 eV. For the gap between HOMO and LUMO, the calculation gives 7.49 eV.

---

Least stable: <b>